115
Properties=species:S:1:pos:R:3:mulliken_charge:R:1 method="wB97M-V/def2-TZVPD" e_homo_ha=-0.358 orbital_gap_ev=8.7784 max_force_ev_per_a=2.44 smiles="COCCCCCCCC1=C(CCCCCCCOC)C(=O)OC1=O.O=[N+]([O-])c1ccccc1.O=[N+]([O-])c1ccccc1.O=[N+]([O-])c1ccccc1.O=[N+]([O-])c1ccccc1"
C 5.556 1.103 4.423 -0.554
O 6.351 0.612 3.373 -0.373
C 7.047 1.616 2.633 -0.696
C 6.742 1.420 1.147 -0.500
C 5.597 2.325 0.671 1.029
C 5.626 2.730 -0.805 -1.159
C 5.952 1.614 -1.797 -1.118
C 5.216 0.288 -1.559 -1.191
C 3.730 0.425 -1.201 -0.012
C 3.246 -0.462 -0.090 0.335
C 1.981 -0.457 0.357 1.279
C 0.879 0.416 -0.123 0.041
C -0.489 0.175 0.506 -0.291
C -0.740 0.901 1.851 -0.692
C 0.472 1.600 2.456 -0.862
C 0.667 3.031 1.938 -1.067
C 2.135 3.492 2.006 -0.376
C 2.662 4.116 0.715 0.675
O 2.625 5.539 0.771 -0.480
C 3.903 6.112 0.794 -0.693
C 1.915 -1.519 1.417 -0.183
O 0.948 -2.143 1.813 -0.461
O 3.205 -1.772 1.824 -0.355
C 4.015 -1.463 0.708 -0.101
O 5.073 -2.022 0.508 -0.565
H 5.446 0.340 5.186 0.275
H 4.551 1.343 4.070 0.074
H 5.983 1.980 4.905 0.374
H 6.749 2.601 2.974 0.405
H 8.110 1.444 2.790 0.317
H 6.463 0.377 1.070 0.007
H 7.630 1.601 0.551 0.406
H 4.628 1.900 0.922 -0.943
H 5.666 3.246 1.247 0.768
H 4.630 3.100 -1.055 0.302
H 6.285 3.575 -0.975 0.511
H 7.016 1.397 -1.714 0.401
H 5.813 1.954 -2.818 0.483
H 5.760 -0.299 -0.838 0.404
H 5.273 -0.272 -2.488 0.562
H 3.448 1.444 -0.948 -0.418
H 3.138 0.164 -2.077 0.849
H 1.213 1.446 -0.033 -0.966
H 0.783 0.234 -1.195 0.835
H -0.668 -0.883 0.642 -0.218
H -1.238 0.519 -0.199 0.566
H -1.074 0.151 2.565 0.569
H -1.544 1.617 1.740 0.163
H 0.285 1.690 3.525 0.622
H 1.391 1.026 2.363 0.192
H 0.023 3.701 2.494 0.608
H 0.333 3.079 0.903 0.454
H 2.259 4.222 2.799 0.492
H 2.783 2.651 2.249 -0.100
H 2.092 3.777 -0.149 0.245
H 3.698 3.814 0.566 -0.796
H 4.490 5.731 1.632 0.275
H 4.461 5.925 -0.126 0.270
H 3.816 7.185 0.917 0.295
C -0.998 -4.388 1.619 -0.735
C -1.289 -4.206 0.276 0.420
C -2.093 -5.108 -0.399 -0.374
C -2.603 -6.189 0.297 -0.186
C -2.321 -6.395 1.637 -0.428
C -1.510 -5.487 2.298 -0.693
N -3.475 -7.141 -0.405 1.039
O -3.687 -6.948 -1.583 -0.617
O -3.932 -8.064 0.235 -0.621
H -0.372 -3.668 2.123 0.833
H -0.881 -3.350 -0.241 -0.047
H -2.320 -4.969 -1.446 0.573
H -2.726 -7.250 2.157 0.479
H -1.279 -5.634 3.344 0.420
C 1.353 -3.675 -4.854 -0.538
C 1.129 -3.509 -3.493 -0.741
C 0.027 -2.792 -3.058 0.808
C -0.835 -2.256 -3.994 -0.424
C -0.629 -2.404 -5.352 -0.456
C 0.477 -3.120 -5.780 -0.465
N -2.008 -1.515 -3.514 1.095
O -2.140 -1.401 -2.314 -0.594
O -2.775 -1.063 -4.337 -0.615
H 2.210 -4.239 -5.194 0.416
H 1.809 -3.941 -2.772 0.482
H -0.153 -2.656 -2.005 0.132
H -1.315 -1.974 -6.067 0.517
H 0.655 -3.250 -6.838 0.398
C -6.339 -0.438 -3.377 -0.509
C -5.715 0.260 -4.402 -0.328
C -6.467 0.788 -5.439 -0.422
C -7.838 0.609 -5.428 0.120
C -8.477 -0.087 -4.419 -0.370
C -7.717 -0.614 -3.387 -0.401
N -8.643 1.183 -6.517 1.016
O -8.056 1.770 -7.401 -0.608
O -9.845 1.036 -6.467 -0.610
H -5.747 -0.846 -2.568 0.436
H -4.645 0.390 -4.390 0.433
H -5.990 1.330 -6.240 0.431
H -9.548 -0.218 -4.433 0.448
H -8.200 -1.161 -2.590 0.367
C -6.005 -0.427 5.111 -0.400
C -5.921 -0.304 3.731 -0.540
C -5.144 0.696 3.169 -0.326
C -4.460 1.557 4.007 0.146
C -4.534 1.454 5.383 -0.404
C -5.315 0.452 5.936 -0.438
N -3.618 2.606 3.415 1.125
O -3.584 2.683 2.205 -0.637
O -2.996 3.324 4.167 -0.631
H -6.609 -1.212 5.546 0.384
H -6.458 -0.989 3.091 0.381
H -5.074 0.799 2.097 0.514
H -3.993 2.140 6.017 0.459
H -5.384 0.356 7.010 0.372

---

112
Properties=species:S:1:pos:R:3:mulliken_charge:R:1 method="wB97M-V/def2-TZVPD" e_homo_ha=-0.155 orbital_gap_ev=3.8047 max_force_ev_per_a=2.98
Cs -12.334 20.172 18.128 1.021
C -11.826 19.422 22.329 -0.496
C -10.371 19.657 22.004 -0.679
O -10.544 20.686 21.061 -0.151
C -9.360 21.159 20.442 -0.655
C -9.659 22.539 19.851 -0.645
O -10.914 22.641 19.208 -0.159
C -11.368 23.986 19.204 -0.481
C -12.463 24.139 18.186 -0.724
O -13.577 23.317 18.572 -0.212
C -14.768 24.058 18.474 -0.632
C -15.943 23.210 18.940 -0.584
O -15.675 21.867 18.783 -0.238
C -16.788 21.024 18.915 -0.483
C -16.603 19.939 19.969 -0.560
O -15.193 19.688 19.956 -0.135
C -14.867 18.429 20.500 -0.499
C -13.724 18.474 21.518 -0.637
O -12.642 19.305 21.151 -0.207
H -12.206 20.282 22.855 0.294
H -11.852 18.518 22.964 0.439
H -9.957 18.721 21.559 0.273
H -9.800 19.982 22.880 0.358
H -9.149 20.398 19.630 0.295
H -8.463 21.262 21.136 0.333
H -8.832 22.751 19.128 0.333
H -9.665 23.305 20.646 0.433
H -10.514 24.617 18.931 0.512
H -11.771 24.285 20.203 0.227
H -12.068 23.818 17.201 0.225
H -12.793 25.173 18.124 0.464
H -14.950 24.271 17.421 0.357
H -14.731 25.026 18.968 0.369
H -16.789 23.651 18.383 0.360
H -16.245 23.442 20.023 0.310
H -16.970 20.445 17.965 0.194
H -17.679 21.610 19.136 0.413
H -17.195 19.004 19.735 0.439
H -16.960 20.347 20.983 0.178
H -14.483 17.791 19.671 0.069
H -15.728 17.993 20.962 0.513
H -13.353 17.426 21.580 0.304
H -14.051 18.870 22.466 0.404
C -10.330 10.273 6.452 -0.791
O -11.446 10.552 7.394 -0.451
C -11.249 11.280 8.503 0.820
C -10.036 11.690 9.047 -0.614
C -10.039 12.439 10.247 -0.473
C -11.205 12.844 10.888 0.058
C -12.400 12.331 10.372 -0.435
C -12.423 11.568 9.192 -0.487
C -11.137 13.718 12.026 0.039
N -12.134 13.763 12.892 -0.677
C -11.818 14.792 13.716 0.633
C -10.603 15.387 13.357 0.007
N -10.100 14.554 12.362 -0.062
C -10.136 16.632 13.869 0.545
C -8.909 17.247 13.561 -0.637
C -8.687 18.521 14.094 -0.637
C -9.540 19.080 15.015 -0.383
N -10.701 18.510 15.311 -0.313
C -10.999 17.316 14.818 -0.163
C -12.276 16.709 15.275 -0.328
N -13.102 17.354 16.111 -0.268
C -14.275 16.775 16.465 -0.261
C -14.682 15.549 15.938 -0.937
C -13.869 14.872 15.030 -0.774
C -12.641 15.450 14.686 1.195
H -10.742 9.946 5.492 0.241
H -9.688 9.557 6.936 0.335
H -9.793 11.217 6.265 0.326
H -9.141 11.414 8.537 0.432
H -9.053 12.592 10.682 0.352
H -13.324 12.485 10.928 0.415
H -13.339 11.318 8.653 0.360
H -9.274 14.664 11.785 0.273
H -8.188 16.730 12.917 0.389
H -7.774 19.048 13.784 0.501
H -9.285 20.074 15.494 0.378
H -14.830 17.361 17.227 0.427
H -15.608 15.183 16.264 0.471
H -14.103 13.914 14.589 0.538
C -7.703 21.801 12.040 -1.308
C -8.690 22.993 11.800 0.158
C -9.977 22.922 12.730 -1.229
C -7.975 24.272 12.025 0.142
C -7.921 25.274 11.059 -0.632
C -7.225 26.474 11.286 -1.037
C -6.596 26.641 12.501 -0.346
C -6.482 25.682 13.449 0.052
C -5.543 25.863 14.702 0.349
C -6.423 26.179 15.971 -1.181
C -4.646 24.622 14.909 -1.385
C -7.309 24.479 13.308 0.769
O -7.547 23.767 14.321 -0.784
H -8.196 20.820 11.994 0.367
H -7.204 21.882 13.000 0.265
H -6.834 21.825 11.283 0.289
H -9.054 23.012 10.821 0.584
H -9.569 22.924 13.786 0.139
H -10.537 21.982 12.514 0.378
H -10.649 23.777 12.482 0.333
H -8.368 25.093 10.097 0.353
H -7.001 27.096 10.439 0.267
H -6.091 27.582 12.785 0.265
H -4.933 26.771 14.455 0.460
H -7.104 25.311 16.167 0.146
H -6.982 27.119 15.920 0.304
H -5.689 26.274 16.819 0.374
H -5.207 23.867 15.445 0.177
H -3.754 25.018 15.422 0.467
H -4.482 24.156 13.869 0.279

---

112
Properties=species:S:1:pos:R:3:mulliken_charge:R:1 method="wB97M-V/def2-TZVPD" total_charge=+1 e_homo_ha=-0.371 orbital_gap_ev=6.8327 max_force_ev_per_a=1.16
Ti -0.544 0.903 -0.070 -1.376
C 1.906 -3.586 -1.609 -2.002
C 1.999 -2.225 -0.910 1.398
C 3.303 -1.526 -1.329 -1.109
P 0.472 -1.221 -1.148 2.408
C -0.063 -1.306 -2.926 1.645
C -0.873 -2.547 -3.295 -1.477
C 1.094 -1.079 -3.908 -1.756
C -0.773 -2.162 -0.197 -0.538
C -0.610 -3.322 0.558 -0.039
C -1.672 -3.829 1.294 -0.931
C -2.892 -3.156 1.299 -1.305
C -3.046 -1.973 0.592 -0.054
C -1.985 -1.479 -0.156 -0.669
N -2.013 -0.219 -0.839 1.387
C -3.111 0.064 -1.685 -0.432
C -4.004 -0.916 -2.134 -0.570
C -5.034 -0.584 -2.998 -1.077
C -5.194 0.721 -3.455 -0.995
C -4.295 1.681 -3.029 -0.046
C -3.264 1.363 -2.146 -0.728
P -2.076 2.587 -1.534 2.252
C -1.719 3.520 -3.115 0.478
C -2.268 4.944 -3.177 -1.682
C -0.233 3.522 -3.484 -1.319
C -3.093 3.579 -0.327 0.489
C -4.573 3.769 -0.646 -1.543
C -2.457 4.928 0.041 -1.754
H 2.681 -4.240 -1.206 0.468
H 2.098 -3.488 -2.678 0.316
H 0.946 -4.084 -1.484 0.384
H 2.025 -2.372 0.174 0.192
H 3.271 -1.190 -2.366 0.184
H 4.134 -2.230 -1.234 0.540
H 3.531 -0.665 -0.710 0.021
H -0.719 -0.444 -3.006 -0.523
H -0.272 -3.457 -3.245 0.235
H -1.224 -2.440 -4.326 0.518
H -1.748 -2.683 -2.659 0.211
H 1.734 -1.959 -3.995 0.324
H 1.705 -0.221 -3.638 0.269
H 0.674 -0.890 -4.900 0.494
H 0.340 -3.841 0.577 -0.002
H -1.548 -4.743 1.866 0.466
H -3.723 -3.546 1.875 0.443
H -3.977 -1.418 0.640 0.604
H -3.889 -1.945 -1.820 0.415
H -5.715 -1.362 -3.330 0.437
H -6.001 0.980 -4.130 0.464
H -4.402 2.701 -3.386 0.455
H -2.236 2.915 -3.851 0.734
H -1.701 5.615 -2.532 0.331
H -3.323 5.019 -2.916 0.257
H -2.156 5.307 -4.202 0.506
H 0.330 4.181 -2.815 0.165
H -0.119 3.912 -4.500 0.540
H 0.221 2.535 -3.449 0.182
H -3.041 2.924 0.543 0.091
H -4.732 4.409 -1.517 0.189
H -5.042 4.265 0.210 0.486
H -5.093 2.827 -0.811 0.392
H -2.772 5.697 -0.662 0.436
H -1.370 4.912 0.047 0.319
H -2.788 5.234 1.034 0.417
C 2.982 -6.307 1.356 -0.742
O 4.018 -5.513 1.918 -0.458
C 3.655 -4.562 2.806 1.019
C 2.334 -4.209 3.075 -0.107
C 2.063 -3.233 4.030 -0.429
C 3.095 -2.640 4.740 -0.383
C 4.408 -3.025 4.483 -0.224
C 4.695 -3.951 3.502 -0.863
N 2.923 -1.758 5.877 -0.333
N 1.976 -0.961 5.933 -0.643
C 1.160 -0.715 4.765 -0.211
C -0.193 -0.760 4.897 -0.358
C -1.059 -0.419 3.828 -0.809
C -0.540 -0.003 2.648 0.593
O -1.276 0.389 1.580 -0.685
C 0.856 0.065 2.495 -0.764
N 1.283 0.509 1.268 1.288
C 2.568 0.700 1.090 -0.831
C 3.513 0.476 2.107 -2.047
C 3.099 0.007 3.323 -0.703
C 1.726 -0.247 3.544 1.209
H 3.469 -7.039 0.722 0.286
H 2.303 -5.701 0.757 0.159
H 2.414 -6.822 2.133 0.374
H 1.512 -4.704 2.576 0.397
H 1.032 -2.995 4.262 0.502
H 5.203 -2.587 5.080 0.488
H 5.713 -4.264 3.298 0.476
H -0.606 -1.082 5.848 0.467
H -2.135 -0.462 3.953 0.554
H 2.873 1.038 0.105 1.102
H 4.558 0.684 1.914 0.580
H 3.813 -0.139 4.125 0.656
C 1.066 4.749 1.488 -1.993
C 0.661 3.538 0.722 0.301
N -0.302 2.754 1.063 1.650
O -0.969 3.087 2.205 -0.662
C 1.375 3.098 -0.482 0.019
C 2.573 3.755 -1.066 -1.484
N 0.908 1.986 -0.966 0.850
O 1.459 1.386 -1.958 -0.633
H 1.038 5.628 0.840 0.412
H 2.096 4.634 1.838 0.447
H 0.419 4.915 2.340 0.462
H -1.515 2.296 2.351 0.384
H 2.695 4.770 -0.691 0.530
H 2.497 3.776 -2.154 0.301
H 3.484 3.191 -0.833 0.245

---

104
Properties=species:S:1:pos:R:3:mulliken_spin:R:1 method="wB97M-V/def2-TZVPD" total_charge=+1 e_homo_ha="-0.381 / -0.373" orbital_gap_ev="7.5538 / 7.6983" spin_multiplicity=3 max_force_ev_per_a=1.21
V 0.192 0.925 -0.145 1.762
C -1.701 -2.411 1.286 0.013
C -2.638 -1.817 0.233 0.004
C -4.071 -1.799 0.758 0.002
P -2.062 -0.142 -0.299 0.095
C -3.179 0.421 -1.657 -0.021
C -2.376 1.345 -2.584 0.078
C -3.684 -0.762 -2.493 0.003
C -2.324 0.821 1.235 -0.030
C -3.535 1.394 1.621 0.029
C -3.708 1.982 2.862 -0.004
C -5.020 2.604 3.262 0.001
C -2.615 1.987 3.731 0.015
C -1.392 1.446 3.374 -0.015
C -1.227 0.867 2.118 -0.076
N 0.049 0.453 1.600 -0.112
C 1.146 0.010 2.405 0.030
C 0.970 -0.619 3.630 -0.017
C 2.067 -0.965 4.405 0.007
C 3.367 -0.718 3.980 -0.006
C 4.555 -1.092 4.829 0.001
C 3.533 -0.164 2.716 -0.002
C 2.451 0.188 1.915 -0.006
P 2.545 0.628 0.144 0.195
C 2.821 -1.034 -0.675 -0.076
C 1.467 -1.671 -0.999 0.146
C 3.673 -2.039 0.095 -0.003
C 4.007 1.607 -0.400 -0.002
C 5.386 0.999 -0.142 0.000
C 3.950 3.063 0.053 0.013
H -1.985 -3.445 1.487 0.000
H -1.778 -1.858 2.224 -0.002
H -0.659 -2.406 0.973 -0.003
H -2.582 -2.432 -0.669 -0.002
H -4.122 -1.279 1.715 0.000
H -4.401 -2.827 0.921 -0.001
H -4.780 -1.326 0.078 0.000
H -4.026 0.959 -1.228 -0.002
H -1.625 0.761 -3.124 0.003
H -1.851 2.147 -2.070 -0.026
H -3.029 1.804 -3.329 0.002
H -2.847 -1.354 -2.876 -0.002
H -4.225 -0.375 -3.359 0.000
H -4.353 -1.429 -1.955 0.000
H -4.375 1.374 0.935 0.000
H -5.790 2.420 2.513 0.000
H -4.911 3.684 3.369 0.000
H -5.371 2.209 4.217 0.000
H -2.721 2.440 4.711 0.000
H -0.560 1.505 4.062 0.001
H -0.031 -0.817 3.991 0.001
H 1.902 -1.436 5.368 0.000
H 4.330 -0.991 5.891 0.000
H 5.416 -0.463 4.603 0.000
H 4.849 -2.130 4.654 -0.001
H 4.540 -0.018 2.346 0.001
H 3.310 -0.780 -1.620 -0.007
H 0.897 -1.855 -0.086 -0.037
H 1.600 -2.635 -1.496 0.004
H 0.858 -1.063 -1.681 0.001
H 3.161 -2.356 1.006 0.001
H 4.651 -1.659 0.378 0.000
H 3.825 -2.924 -0.527 0.000
H 3.835 1.589 -1.483 0.005
H 5.619 0.947 0.921 0.000
H 6.132 1.653 -0.598 0.000
H 5.510 0.012 -0.583 0.000
H 3.960 3.156 1.141 0.000
H 3.062 3.565 -0.321 -0.006
H 4.824 3.588 -0.339 0.000
C 0.876 4.713 -4.209 0.000
C 1.236 3.448 -3.765 0.019
C 0.959 3.087 -2.452 0.109
C 0.320 3.951 -1.556 -0.101
C -0.046 5.214 -2.038 -0.002
C 0.234 5.594 -3.345 -0.001
Si -0.060 3.380 0.205 0.116
C -1.671 4.251 0.697 -0.031
C -2.858 4.146 -0.042 0.000
C -3.996 4.871 0.284 0.005
C -3.985 5.723 1.381 -0.005
C -2.831 5.836 2.141 0.002
C -1.691 5.113 1.799 -0.024
C 1.199 4.132 1.384 0.007
C 1.549 3.492 2.574 0.007
C 2.442 4.068 3.474 0.001
C 3.002 5.305 3.194 0.000
C 2.660 5.966 2.018 -0.001
C 1.766 5.386 1.129 -0.003
H 1.091 5.010 -5.229 0.000
H 1.729 2.755 -4.435 0.000
H 1.284 2.094 -2.130 -0.041
H -0.577 5.902 -1.386 -0.001
H -0.055 6.578 -3.695 0.000
H -2.907 3.495 -0.904 -0.006
H -4.891 4.775 -0.320 0.000
H -4.868 6.297 1.637 0.000
H -2.810 6.498 2.999 0.000
H -0.803 5.228 2.410 -0.002
H 1.128 2.524 2.808 0.001
H 2.700 3.548 4.390 0.000
H 3.699 5.758 3.888 0.000
H 3.092 6.934 1.796 0.000
H 1.523 5.913 0.210 0.000